1.
Here is C33H49BBrF5N7O3TeTi as an isolated structure from the OMol25 dataset. Energies are from wB97M-V/def2-TZVPD.

For the gap between HOMO and LUMO, the calculation gives 7.5 eV. As for the spin multiplicity: 1. Its total charge is -1. The calculation puts the energy at -6112.00353 Eh. The HOMO energy comes out at -5.595 eV.

```
101
Properties=species:S:1:pos:R:3:forces:R:3
Te 1.098 4.645 1.300 1.49 2.87 0.86
Br 3.365 -0.756 -0.716 -0.07 -0.04 -0.04
Ti 0.484 1.339 0.725 -2.27 0.39 -2.00
F 1.472 5.952 0.019 -0.15 0.12 -0.30
F 2.666 3.726 0.129 -0.35 -0.14 -0.08
F 2.805 5.340 2.031 0.11 -0.33 0.17
F 0.565 5.904 2.700 -0.11 0.03 0.10
F -0.712 5.247 0.776 -0.28 -0.48 -0.37
O 1.623 3.012 4.037 0.00 -0.16 0.33
O 0.418 1.697 2.613 1.22 0.90 0.59
O 0.242 2.859 0.081 -0.09 -2.12 0.33
N -2.003 -0.440 0.104 0.06 -0.04 0.01
N 0.057 -1.881 0.493 0.09 -0.04 -0.08
N 0.415 0.602 -1.352 0.17 -0.30 0.09
N -1.581 0.756 0.619 0.07 -0.22 0.10
N 0.561 -0.976 1.379 -0.13 -0.08 -0.13
N 2.563 1.169 1.121 0.31 0.01 0.74
N -0.213 -0.567 -1.681 -0.06 -0.04 0.13
C 5.105 1.866 1.928 -0.05 0.21 0.21
C 0.348 -4.391 -0.004 -0.02 0.07 -0.04
C 1.264 -3.017 1.943 0.01 0.00 -0.02
C 0.439 0.376 -3.566 0.03 -0.07 -0.02
C -4.252 -1.629 -0.202 0.10 -0.06 0.01
C 1.506 2.357 3.043 -0.10 -1.15 -0.84
C -0.213 -0.712 -3.020 0.02 -0.06 -0.01
C -1.049 -5.006 -0.046 0.00 -0.03 0.03
C 0.979 -1.190 4.685 -0.01 0.05 0.00
C -3.346 -0.521 0.260 0.01 0.05 -0.16
C 1.274 -1.657 2.269 0.06 0.00 0.07
C -3.775 0.626 0.892 -0.02 -0.07 0.03
C 1.532 2.503 -2.595 -0.05 -0.07 -0.03
C 0.954 3.320 -3.753 -0.02 0.03 0.02
C -3.334 3.757 0.774 0.02 0.01 -0.02
C 1.916 -1.053 3.483 -0.03 -0.05 0.08
C -2.581 2.786 1.682 -0.07 -0.11 0.10
C -4.218 -1.864 -1.714 -0.03 0.03 0.00
C -0.826 -1.859 -3.771 0.01 0.05 -0.05
C 4.918 0.930 0.934 -0.21 -0.14 -0.23
C 0.908 -4.223 -1.416 0.07 -0.03 0.03
C 3.615 0.606 0.566 0.43 0.16 0.01
C -1.936 -1.356 -4.698 -0.06 -0.03 0.03
C 3.280 -1.683 3.763 0.03 0.01 -0.03
C 0.814 1.184 -2.490 0.00 0.07 0.00
C 3.040 2.312 -2.771 0.01 0.00 0.02
C -4.024 -2.912 0.595 -0.09 0.00 0.05
C 0.500 -3.123 0.801 -0.10 0.01 -0.04
C -3.151 2.786 3.101 0.06 0.01 0.02
C 0.245 -2.599 -4.578 0.00 -0.02 0.00
C 4.004 2.393 2.590 0.17 0.04 -0.12
C -2.634 1.406 1.098 -0.06 0.18 -0.08
C 2.760 2.002 2.166 -0.43 0.19 0.61
B -0.955 -1.386 -0.575 0.09 0.28 0.04
H -3.271 4.765 1.183 -0.01 0.00 0.00
H -3.289 -2.332 -2.032 -0.01 -0.01 0.00
H -4.240 -2.749 1.652 0.01 0.00 -0.01
H 1.763 -3.823 2.456 0.01 0.00 -0.02
H -2.679 -0.781 -4.146 0.01 0.00 0.00
H -5.257 -1.269 0.035 0.00 0.01 0.01
H 0.990 -5.105 0.521 0.02 0.03 0.02
H -4.789 0.869 1.162 0.00 0.00 -0.03
H 0.631 -1.958 -5.373 0.00 -0.01 0.00
H -2.991 -3.236 0.516 0.07 -0.05 -0.03
H 1.302 4.350 -3.673 0.03 -0.01 -0.03
H 1.382 3.060 -1.676 0.02 -0.01 0.06
H -1.269 -2.554 -3.058 0.02 0.01 0.03
H 3.502 1.998 -1.837 0.01 -0.01 0.00
H -2.991 3.765 3.556 -0.04 0.00 0.00
H 0.614 0.573 -4.611 -0.01 0.00 0.01
H -1.522 -0.713 -5.477 0.00 0.01 0.01
H 6.108 2.163 2.207 -0.01 -0.02 0.01
H -1.499 -2.329 -1.052 0.00 0.02 0.01
H -1.512 -5.017 0.941 0.00 0.00 0.00
H -2.442 -2.196 -5.180 0.02 0.01 -0.02
H 1.469 -0.838 5.596 0.00 0.00 -0.01
H -4.384 3.463 0.679 0.00 0.03 0.01
H -2.653 2.040 3.722 0.01 0.01 0.00
H 3.804 -1.115 4.534 -0.02 -0.03 0.03
H -0.172 -3.499 -5.035 0.00 0.02 -0.03
H -4.321 -0.920 -2.252 0.00 -0.01 0.01
H 5.745 0.446 0.437 0.00 0.01 -0.01
H 1.271 2.927 -4.724 -0.02 -0.01 0.01
H 0.080 -0.592 4.532 -0.01 -0.02 -0.01
H 1.020 -5.194 -1.905 -0.04 0.01 -0.01
H 4.062 3.102 3.403 0.05 0.00 -0.01
H -4.669 -3.716 0.232 0.01 0.00 0.00
H 0.239 -3.615 -2.019 -0.01 0.02 0.00
H 3.178 -2.712 4.116 0.00 0.00 -0.02
H 1.884 -3.734 -1.396 0.00 -0.01 0.00
H 3.497 3.264 -3.045 0.00 0.00 0.01
H 1.088 -2.892 -3.951 -0.01 0.00 -0.01
H -1.550 3.119 1.732 0.07 -0.01 -0.04
H 0.683 -2.232 4.826 0.03 0.00 0.03
H -5.045 -2.514 -2.009 0.01 -0.01 0.01
H -1.702 -4.464 -0.728 -0.04 0.03 0.00
H -2.879 3.783 -0.216 0.01 0.00 0.00
H -4.224 2.574 3.098 0.01 0.00 0.00
H -0.136 3.332 -3.725 0.00 0.01 0.01
H -0.985 -6.037 -0.401 0.00 0.01 -0.01
H 3.262 1.573 -3.548 0.00 0.03 -0.01
H 2.063 0.006 3.316 0.01 0.02 -0.07
H 3.903 -1.693 2.865 0.00 0.01 0.00
```
Positions in Å, forces in eV/Å.


2.
Here is C33H49BN12PRhS3 as an isolated structure from the OMol25 dataset. Energies are from wB97M-V/def2-TZVPD.

For the gap between HOMO and LUMO (alpha / beta), the calculation gives 8.0 / 5.2 eV. As for the spin multiplicity: 5. Its total charge is +2. The calculation puts the energy at -3614.96661 Eh. Its expectation value of S² is 6.018. The HOMO energy (alpha / beta) comes out at -11.988 / -12.050 eV.

```
100
Properties=species:S:1:pos:R:3:forces:R:3
Rh -0.418 -0.009 1.110 -0.38 0.43 -0.30
S 0.065 2.717 -0.509 0.05 0.13 0.02
S 1.000 -2.249 0.377 -0.02 -0.22 0.01
S 2.019 0.185 1.284 0.26 0.03 0.05
P -3.198 -0.756 3.382 -0.02 0.03 0.00
N -0.387 -0.672 3.314 -0.05 0.14 0.08
N 1.234 -3.528 -2.054 0.04 0.12 0.06
N -4.057 1.846 2.854 0.04 0.04 -0.06
N -3.845 -2.726 1.488 0.05 -0.02 -0.05
N -2.183 1.351 1.803 0.01 -0.16 0.14
N 2.044 0.565 -1.404 -0.07 -0.01 -0.02
N -0.072 1.061 -2.632 -0.13 0.10 -0.06
N 0.746 -1.394 -2.218 -0.05 0.02 0.05
N -1.007 2.997 -3.064 0.08 -0.06 0.02
N -1.202 -1.075 5.318 0.07 -0.02 -0.07
N 3.922 1.179 -0.457 0.03 -0.02 -0.03
N -2.188 -1.433 0.848 0.07 -0.05 0.02
C -1.710 4.918 -4.423 -0.06 0.04 -0.02
C 0.512 -5.326 -0.499 -0.01 -0.04 -0.02
C 0.983 -1.870 -3.484 -0.01 -0.13 -0.12
C -2.469 -2.307 -0.160 -0.05 -0.03 0.00
C 2.867 1.048 -2.388 0.02 0.02 0.04
C 2.691 0.659 -0.233 0.01 0.02 0.02
C -3.709 2.941 2.118 0.00 0.00 0.00
C -4.931 -3.300 2.273 -0.02 0.00 0.02
C -5.229 1.746 3.714 -0.02 0.00 0.02
C 0.650 -0.777 4.195 0.03 -0.09 0.02
C 2.964 -4.832 -0.904 -0.01 -0.03 0.06
C -2.550 2.623 1.470 0.00 0.09 0.07
C -0.627 5.339 -2.249 0.05 -0.02 -0.06
C -1.563 4.391 -2.996 -0.02 -0.01 0.03
C -0.691 0.959 -3.864 -0.03 0.07 -0.08
C 0.156 -1.027 5.442 0.05 0.00 0.02
C 6.358 1.204 -0.144 0.02 0.01 0.02
C 5.026 1.615 0.483 -0.07 0.00 -0.03
C -1.497 -0.853 4.015 -0.04 -0.01 -0.12
C 4.021 1.437 -1.807 -0.01 -0.01 0.00
C 4.928 0.963 1.855 0.03 0.02 0.02
C -2.137 -1.283 6.416 -0.03 -0.01 0.03
C 4.915 3.132 0.611 0.02 0.01 0.02
C -1.261 2.149 -4.129 0.10 -0.08 -0.10
C 1.267 -3.188 -3.388 -0.10 0.06 -0.09
C -0.326 2.300 -2.118 -0.11 -0.06 0.13
C -3.500 -3.115 0.224 0.02 0.01 -0.04
C 1.552 -5.888 -2.677 0.05 0.00 -0.04
C 0.946 -2.408 -1.347 0.13 -0.09 0.18
C -3.110 0.901 2.641 0.04 -0.10 0.00
C -3.027 -1.704 1.836 -0.02 0.10 0.02
C -2.923 4.309 -2.309 -0.02 0.00 0.07
C 1.569 -4.897 -1.517 -0.03 0.04 0.02
B 0.598 0.059 -1.723 0.24 -0.08 0.18
H 5.667 3.492 1.312 0.01 0.00 -0.01
H 0.607 -5.861 -3.221 -0.02 -0.03 0.01
H 1.670 -6.889 -2.267 0.02 0.00 0.00
H 0.399 5.242 -2.604 0.01 0.00 -0.02
H -5.820 -2.674 2.209 0.00 -0.02 0.01
H -0.636 5.178 -1.178 0.00 -0.02 0.05
H -1.587 -1.693 7.259 -0.02 0.00 0.01
H -4.303 3.838 2.121 0.00 0.01 -0.01
H -0.960 6.358 -2.450 0.02 -0.01 0.02
H -2.908 -1.990 6.121 -0.01 0.01 0.02
H 1.679 -0.687 3.892 0.00 0.03 0.01
H 7.156 1.450 0.555 0.00 0.00 0.00
H -1.956 3.217 0.800 -0.04 0.01 0.02
H 5.840 1.222 2.394 -0.01 -0.01 0.00
H -4.627 -3.399 3.312 -0.02 0.00 -0.01
H 0.935 -1.247 -4.357 0.01 -0.01 -0.03
H 0.645 -1.176 6.389 0.02 0.00 0.00
H -0.113 0.025 -0.748 -0.05 -0.16 -0.08
H 0.638 -6.391 -0.303 0.00 0.00 0.02
H -3.634 3.736 -2.907 0.01 -0.02 -0.01
H -0.698 0.060 -4.448 -0.01 0.00 -0.03
H -2.825 3.835 -1.331 0.00 0.02 0.00
H -5.155 -4.286 1.877 -0.02 0.00 0.02
H 3.002 -4.115 -0.086 0.02 0.00 0.01
H 3.230 -5.812 -0.509 0.00 -0.01 -0.01
H -5.829 2.640 3.572 -0.01 -0.01 0.01
H 4.089 1.335 2.436 -0.01 0.01 0.01
H 4.872 -0.123 1.792 -0.01 -0.02 0.00
H -0.750 4.928 -4.939 0.00 -0.01 -0.02
H -5.824 0.876 3.446 -0.01 0.01 0.02
H -1.810 2.461 -4.995 0.02 -0.03 -0.02
H 0.603 -4.801 0.447 0.00 0.02 0.00
H -2.075 5.942 -4.369 0.02 0.00 0.00
H 4.891 1.884 -2.245 0.03 0.01 -0.01
H 2.377 -5.729 -3.372 -0.02 0.03 -0.02
H -4.932 1.681 4.759 -0.02 0.00 0.00
H 3.704 -4.556 -1.656 0.00 0.01 -0.01
H 5.080 3.628 -0.346 -0.01 0.00 -0.02
H 3.930 3.417 0.985 -0.01 0.00 0.01
H -3.325 5.312 -2.167 -0.01 0.01 -0.02
H 6.577 1.732 -1.070 0.00 0.01 -0.03
H 6.390 0.130 -0.331 0.00 -0.01 0.00
H -2.431 4.361 -5.018 -0.03 0.01 0.02
H 2.563 1.101 -3.419 -0.01 0.00 -0.01
H -2.595 -0.341 6.712 -0.01 -0.01 0.01
H -0.494 -5.174 -0.893 -0.01 -0.01 -0.02
H 1.461 -3.905 -4.161 0.02 0.00 -0.02
H -1.927 -2.300 -1.090 0.01 0.00 -0.01
H -4.012 -3.914 -0.282 0.00 -0.01 -0.01
```
Positions in Å, forces in eV/Å.


spin multiplicity of number 1 (C33H49BBrF5N7O3TeTi)?
1


Among the records above, which one has the highest energy?
C33H49BN12PRhS3


The highest energy belongs to which entry?
C33H49BN12PRhS3